# 1
Formula: C28H51N2O16S
Source: the OMol25 dataset
Level of theory: wB97M-V/def2-TZVPD

The geometry in ORCA input format:
```
! wB97M-V def2-TZVPD RIJCOSX def2/J DEFGRID3
* xyz 1 1
C -1.43 -0.03 0.02
C -2.55 0.97 0.14
O -3.70 0.64 0.27
O -2.20 2.29 0.09
C -2.12 2.77 -1.27
C -1.15 3.92 -1.31
C -1.01 4.60 -2.70
C -1.38 3.67 -3.86
C -0.96 4.21 -5.24
C -0.25 3.19 -6.16
C 1.28 3.12 -5.83
C 1.61 2.87 -4.36
O 2.09 3.75 -3.70
O 1.33 1.67 -3.79
C -0.28 3.78 -7.60
N -1.19 3.03 -8.52
C -0.87 1.59 -8.67
C -0.39 0.97 -7.36
N -0.88 -0.43 -7.31
C -0.31 -1.14 -6.50
S 0.31 -2.02 -5.38
C -0.86 1.77 -6.13
C -2.40 1.73 -6.09
H -0.77 0.30 -0.78
H -1.82 -1.01 -0.22
H -0.84 -0.05 0.93
H -1.80 1.94 -1.89
H -3.14 3.05 -1.56
H -0.18 3.55 -0.98
H -1.48 4.66 -0.58
H -1.62 5.50 -2.70
H 0.05 4.83 -2.81
H -2.45 3.47 -3.88
H -0.90 2.72 -3.68
H -1.81 4.64 -5.76
H -0.26 5.03 -5.07
H 1.68 4.11 -6.04
H 1.81 2.42 -6.48
H 1.41 0.96 -4.43
H 0.71 3.87 -8.05
H -0.67 4.80 -7.56
H -2.16 3.15 -8.23
H -1.13 3.47 -9.45
H -0.16 1.43 -9.48
H -1.78 1.08 -8.98
H 0.70 0.92 -7.40
H -0.47 1.24 -5.27
H -2.77 1.43 -5.12
H -2.83 2.71 -6.27
H -2.83 1.05 -6.82
C -6.97 6.42 2.91
O -6.56 5.13 3.35
C -6.05 4.35 2.39
O -5.92 4.67 1.24
O -5.72 3.19 2.93
C -5.15 2.25 2.00
H -7.36 6.94 3.79
H -6.13 6.98 2.52
H -7.76 6.35 2.16
H -4.25 2.64 1.56
H -5.88 2.01 1.22
H -4.93 1.35 2.57
C -2.97 -4.11 2.42
O -1.87 -3.88 1.52
C -0.97 -4.86 1.50
O -1.01 -5.87 2.13
O -0.01 -4.51 0.63
C 1.04 -5.48 0.52
H -3.62 -3.25 2.34
H -3.52 -5.00 2.12
H -2.61 -4.21 3.44
H 0.65 -6.43 0.16
H 1.54 -5.62 1.48
H 1.75 -5.09 -0.20
C 1.16 -6.99 4.68
O 2.49 -6.57 4.35
C 3.12 -5.94 5.34
O 2.68 -5.70 6.43
O 4.34 -5.61 4.90
C 5.13 -4.91 5.86
H 0.76 -7.49 3.80
H 1.17 -7.69 5.52
H 0.53 -6.13 4.92
H 5.30 -5.53 6.75
H 4.66 -3.97 6.14
H 6.09 -4.71 5.40
C 9.50 -2.29 9.87
O 8.61 -3.21 9.25
C 7.47 -3.41 9.92
O 7.17 -2.90 10.96
O 6.74 -4.29 9.23
C 5.48 -4.60 9.84
H 10.37 -2.22 9.23
H 9.04 -1.31 9.97
H 9.80 -2.65 10.85
H 4.87 -3.71 9.93
H 5.63 -5.06 10.82
H 4.98 -5.31 9.19
*
```

The calculation puts the HOMO energy at -11.71 eV. The calculation puts the LUMO energy at -3.548 eV. For the gap between HOMO and LUMO, the calculation gives 8.16 eV.

***

# 2
Formula: C28H51N4O3
Source: the OMol25 dataset
Level of theory: wB97M-V/def2-TZVPD

The geometry in ORCA input format:
```
! wB97M-V def2-TZVPD RIJCOSX def2/J DEFGRID3
* xyz -1 3
N -2.63 -4.96 -2.05
C -1.95 -6.00 -1.24
C -0.75 -6.68 -2.12
C 0.43 -5.56 -2.17
N 1.56 -5.92 -3.07
C 2.78 -5.25 -2.54
C 2.75 -3.65 -2.60
C 2.97 -2.85 -3.93
C 2.97 -1.29 -4.00
C 2.76 -0.52 -2.67
C 2.53 -1.30 -1.35
C 2.52 -2.85 -1.27
O 2.32 -3.56 -0.03
H -2.03 -4.10 -2.00
H -1.40 -5.44 -0.39
H -2.64 -6.77 -0.77
H -1.09 -6.97 -3.17
H -0.43 -7.62 -1.56
H 0.02 -4.54 -2.50
H 0.82 -5.49 -1.09
H 1.38 -5.70 -4.05
H 2.99 -5.56 -1.47
H 3.68 -5.59 -3.19
H 3.14 -3.45 -4.89
H 3.14 -0.72 -4.99
H 2.78 0.62 -2.67
H 2.41 -0.67 -0.40
H 3.18 -3.52 0.46
C -1.44 2.87 -0.40
C -1.79 2.90 -1.90
C -3.32 3.01 -2.08
C -4.05 1.72 -1.75
C -3.48 0.56 -2.56
C -1.95 0.41 -2.44
N -1.22 1.71 -2.59
O -1.17 1.99 -3.93
C -1.59 -0.22 -1.07
C -1.49 -0.67 -3.45
C -1.15 4.23 -2.39
H -1.70 3.82 0.08
H -1.98 2.11 0.17
H -0.37 2.71 -0.24
H -3.56 3.30 -3.11
H -3.71 3.81 -1.44
H -3.99 1.50 -0.68
H -5.11 1.83 -1.98
H -3.97 -0.37 -2.26
H -3.75 0.71 -3.62
H -0.52 -0.13 -0.87
H -1.84 -1.29 -1.06
H -2.14 0.21 -0.23
H -1.77 -0.42 -4.48
H -1.95 -1.63 -3.24
H -0.40 -0.81 -3.42
H -0.06 4.19 -2.30
H -1.50 5.07 -1.78
H -1.40 4.47 -3.42
C -0.39 0.73 4.50
C 0.81 1.16 3.63
C 2.12 1.00 4.44
C 2.28 2.07 5.51
C 2.17 3.46 4.90
C 0.89 3.66 4.07
N 0.61 2.55 3.12
O 1.47 2.71 2.01
C -0.32 3.85 5.02
C 1.00 5.04 3.36
C 0.81 0.11 2.49
H -0.34 -0.34 4.74
H -0.43 1.23 5.47
H -1.34 0.90 3.99
H 2.98 1.04 3.76
H 2.15 0.01 4.91
H 1.54 1.93 6.31
H 3.26 1.96 5.99
H 2.23 4.20 5.70
H 3.05 3.63 4.27
H -1.27 3.79 4.47
H -0.30 4.83 5.50
H -0.35 3.13 5.84
H 1.89 5.11 2.72
H 1.08 5.85 4.09
H 0.12 5.23 2.74
H -0.09 0.19 1.88
H 0.84 -0.91 2.90
H 1.69 0.20 1.84
*
```

The calculation puts the HOMO energy (spin up / spin down) at -1.29 / -1.29 eV. The calculation puts the LUMO energy (spin up / spin down) at 1.943 / 1.041 eV. For the gap between HOMO and LUMO (spin up / spin down), the calculation gives 3.23 / 2.33 eV.

***

# 3
Formula: C28H52ClINO12P2S
Source: the OMol25 dataset
Level of theory: wB97M-V/def2-TZVPD

The geometry in ORCA input format:
```
! wB97M-V def2-TZVPD RIJCOSX def2/J DEFGRID3
* xyz 1 1
C 2.44 2.85 -1.80
C 1.99 2.21 -0.50
O 1.26 1.26 -0.50
O 2.48 2.76 0.65
C 3.36 1.88 1.34
C 4.79 1.91 0.75
C 5.89 1.62 1.79
C 6.98 2.71 1.87
C 8.25 2.32 1.05
C 7.80 2.16 -0.38
N 7.62 0.91 -0.83
C 7.17 0.64 -2.07
C 6.87 1.65 -2.96
C 6.32 1.24 -4.31
C 6.90 1.97 -5.52
C 6.65 1.23 -6.85
I 8.27 -0.04 -7.40
C 7.07 2.97 -2.51
C 6.74 4.14 -3.43
O 5.67 4.65 -3.45
O 7.75 4.51 -4.31
S 8.75 5.73 -3.74
C 7.53 3.24 -1.22
Cl 7.75 4.83 -0.63
H 3.08 2.14 -2.32
H 1.60 3.15 -2.42
H 3.04 3.74 -1.60
H 3.41 2.21 2.38
H 2.98 0.86 1.34
H 4.80 1.11 -0.01
H 4.94 2.84 0.20
H 6.35 0.63 1.64
H 5.41 1.58 2.77
H 7.26 2.86 2.91
H 6.55 3.62 1.46
H 9.00 3.10 1.15
H 8.58 1.36 1.45
H 7.81 0.16 -0.18
H 7.04 -0.40 -2.32
H 6.58 0.18 -4.43
H 5.23 1.27 -4.27
H 6.38 2.93 -5.61
H 7.95 2.24 -5.40
H 6.43 1.97 -7.61
H 5.75 0.63 -6.76
H 9.72 5.09 -3.04
O -1.64 -4.59 -0.94
P -1.23 -3.74 0.20
O -1.01 -4.76 1.45
C 0.10 -5.66 1.42
C 1.41 -4.97 1.78
O -2.66 -3.09 0.65
C -3.76 -3.02 -0.26
C -4.75 -4.13 0.01
O -0.42 -2.51 0.89
C -0.11 -1.34 0.08
C -1.31 -0.41 -0.04
H 0.17 -6.14 0.44
H -0.11 -6.44 2.15
H 1.69 -4.25 1.01
H 2.21 -5.70 1.88
H 1.30 -4.42 2.71
H -3.42 -3.03 -1.30
H -4.26 -2.05 -0.10
H -4.27 -5.11 0.00
H -5.55 -4.13 -0.73
H -5.19 -4.01 1.00
H 0.25 -1.64 -0.90
H 0.70 -0.82 0.58
H -2.05 -0.82 -0.73
H -1.00 0.56 -0.42
H -1.80 -0.29 0.93
O -8.06 -0.06 1.06
P -9.09 -0.26 2.11
O -9.05 1.07 3.04
C -9.51 2.31 2.50
C -11.02 2.40 2.49
O -8.34 -1.31 3.11
C -7.25 -2.12 2.64
C -5.93 -1.52 3.06
O -10.55 -0.75 2.65
C -11.22 -1.85 1.97
C -10.67 -3.20 2.39
H -9.10 2.46 1.49
H -9.10 3.09 3.14
H -11.45 1.69 1.78
H -11.35 3.40 2.20
H -11.43 2.16 3.47
H -7.30 -2.26 1.56
H -7.37 -3.11 3.10
H -5.83 -0.48 2.75
H -5.09 -2.09 2.64
H -5.84 -1.53 4.15
H -11.14 -1.72 0.89
H -12.27 -1.78 2.23
H -9.70 -3.39 1.94
H -11.35 -4.00 2.07
H -10.55 -3.25 3.47
*
```

The calculation puts the HOMO energy at -11.01 eV. The calculation puts the LUMO energy at -4.715 eV. For the gap between HOMO and LUMO, the calculation gives 6.29 eV.

***

# 4
Formula: C28H52ClINO12P2S
Source: the OMol25 dataset
Level of theory: wB97M-V/def2-TZVPD

The geometry in ORCA input format:
```
! wB97M-V def2-TZVPD RIJCOSX def2/J DEFGRID3
* xyz 1 1
C -0.62 3.52 1.94
C -0.06 2.00 2.02
O 0.00 1.32 0.96
O 0.37 1.50 3.30
C 1.81 1.31 3.32
C 2.63 2.68 3.62
C 4.03 2.44 4.37
C 4.20 3.28 5.74
C 5.10 4.63 5.49
C 4.25 5.48 4.39
N 4.74 5.43 3.02
C 4.05 6.11 1.93
C 2.74 6.94 2.18
C 2.06 7.60 0.90
C 1.58 9.11 1.09
C 1.30 9.90 -0.30
I 3.02 11.06 -0.96
C 2.23 7.02 3.64
C 0.91 7.83 4.00
O -0.22 7.32 4.02
O 1.08 9.25 4.27
S 1.33 9.53 5.93
C 2.98 6.29 4.80
Cl 2.42 6.32 6.55
H 0.13 4.15 1.35
H -1.66 3.59 1.49
H -0.68 3.97 3.00
H 2.05 0.57 4.17
H 2.17 0.84 2.34
H 2.85 3.13 2.57
H 1.95 3.44 4.14
H 4.93 2.61 3.69
H 4.06 1.33 4.67
H 4.71 2.62 6.52
H 3.14 3.58 6.08
H 5.21 5.19 6.48
H 6.10 4.26 5.05
H 5.58 4.85 2.84
H 4.49 5.98 0.89
H 2.86 7.61 0.06
H 1.24 6.88 0.52
H 0.55 9.07 1.63
H 2.25 9.73 1.79
H 0.35 10.54 -0.13
H 1.02 9.14 -1.10
H 2.68 9.41 6.25
O 1.28 -1.83 -5.04
P 1.42 -1.78 -3.51
O 2.64 -2.89 -3.40
C 3.96 -2.47 -3.72
C 4.57 -1.68 -2.59
O 0.16 -2.83 -3.20
C -0.97 -2.86 -4.07
C -0.87 -4.03 -5.03
O 1.54 -1.61 -1.81
C 0.78 -0.54 -1.23
C -0.68 -0.90 -1.05
H 3.96 -1.89 -4.65
H 4.55 -3.38 -3.90
H 4.06 -0.72 -2.45
H 5.63 -1.47 -2.78
H 4.49 -2.23 -1.64
H -1.09 -1.91 -4.60
H -1.86 -2.98 -3.44
H 0.07 -4.03 -5.58
H -1.70 -4.01 -5.74
H -0.91 -4.97 -4.47
H 0.89 0.37 -1.83
H 1.23 -0.33 -0.25
H -1.20 -0.88 -2.01
H -1.18 -0.20 -0.39
H -0.78 -1.91 -0.64
O -5.21 -5.54 -2.28
P -5.60 -7.01 -2.41
O -6.04 -7.24 -0.82
C -7.30 -6.75 -0.40
C -8.42 -7.67 -0.84
O -4.05 -7.60 -2.28
C -2.96 -6.85 -2.79
C -2.25 -6.11 -1.66
O -6.07 -8.64 -2.67
C -6.12 -9.07 -4.04
C -4.74 -9.43 -4.57
H -7.46 -5.73 -0.78
H -7.27 -6.70 0.69
H -8.53 -7.66 -1.93
H -9.37 -7.36 -0.40
H -8.21 -8.70 -0.54
H -3.28 -6.16 -3.57
H -2.26 -7.55 -3.25
H -2.94 -5.50 -1.08
H -1.46 -5.46 -2.05
H -1.80 -6.83 -0.97
H -6.59 -8.30 -4.66
H -6.76 -9.96 -4.07
H -4.16 -8.52 -4.77
H -4.82 -9.98 -5.51
H -4.18 -10.02 -3.85
*
```

The calculation puts the HOMO energy at -10.85 eV. The calculation puts the LUMO energy at -5.254 eV. For the gap between HOMO and LUMO, the calculation gives 5.60 eV.

***

# 5
Formula: C28H52FN3O5P
Source: the OMol25 dataset
Level of theory: wB97M-V/def2-TZVPD

The geometry in ORCA input format:
```
! wB97M-V def2-TZVPD RIJCOSX def2/J DEFGRID3
* xyz 1 1
C 4.45 -2.08 2.24
C 3.45 -1.68 1.73
C 2.12 -1.21 1.49
C 1.10 -2.14 1.34
C 1.39 -3.61 1.46
C 0.82 -4.24 2.75
F 0.95 -4.28 0.34
C -0.20 -1.66 1.09
C -1.31 -2.63 0.82
O -1.25 -2.90 -0.59
C -2.51 -3.03 -1.15
O -2.87 -1.75 -1.62
C -4.11 -1.72 -2.31
C -5.25 -1.54 -1.30
O -5.17 -0.28 -0.67
C -0.45 -0.28 1.06
N -1.74 0.19 0.76
C -2.61 0.56 1.89
C -3.18 -0.61 2.72
C -4.48 -1.13 2.10
C -5.68 -0.24 2.48
C 0.63 0.60 1.22
O 0.52 1.92 1.07
C -0.05 2.72 2.14
C -1.10 3.68 1.57
C -0.68 4.20 0.20
C 0.63 4.99 0.21
N 1.89 0.13 1.41
P 3.37 1.19 1.47
C 3.36 1.94 -0.21
C 3.14 2.61 2.61
C 4.52 3.23 2.87
H 5.34 -2.42 2.70
H 2.46 -3.77 1.49
H 0.34 -5.17 2.46
H 1.64 -4.45 3.42
H 0.13 -3.56 3.21
H -1.22 -3.57 1.37
H -2.29 -2.22 1.02
H -2.45 -3.73 -1.98
H -3.25 -3.42 -0.44
H -4.08 -0.83 -2.93
H -4.28 -2.61 -2.91
H -6.21 -1.62 -1.81
H -5.21 -2.32 -0.56
H -5.40 0.42 -1.29
H -2.24 -0.44 0.15
H -3.46 1.08 1.46
H -2.15 1.25 2.58
H -2.46 -1.40 2.92
H -3.44 -0.20 3.69
H -4.71 -2.13 2.46
H -4.41 -1.10 1.02
H -6.01 0.39 1.65
H -6.54 -0.82 2.80
H -5.44 0.43 3.30
H 0.71 3.35 2.58
H -0.43 2.10 2.95
H -1.15 4.50 2.28
H -2.08 3.23 1.51
H -1.47 4.88 -0.11
H -0.68 3.41 -0.55
H 0.86 5.41 1.18
H 0.54 5.82 -0.49
H 1.44 4.37 -0.16
H 4.15 1.42 -0.76
H 3.63 2.99 -0.18
H 2.43 1.75 -0.73
H 2.56 3.37 2.10
H 2.62 2.35 3.53
H 5.17 2.58 3.44
H 4.95 3.50 1.91
H 4.34 4.17 3.38
C 2.84 -1.18 -6.10
C 3.41 0.07 -5.43
C 3.75 -0.11 -3.95
O 2.64 -0.14 -3.07
C 1.94 -1.38 -3.03
N 2.48 1.19 -5.65
H 1.79 -1.33 -5.87
H 2.91 -1.08 -7.19
H 3.40 -2.07 -5.81
H 4.34 0.32 -5.94
H 4.34 0.75 -3.63
H 4.38 -1.00 -3.79
H 2.62 -2.23 -3.13
H 1.17 -1.42 -3.80
H 1.44 -1.44 -2.06
H 2.90 2.05 -5.32
H 1.68 1.05 -5.04
*
```

The calculation puts the HOMO energy at -10.97 eV. The calculation puts the LUMO energy at -3.576 eV. For the gap between HOMO and LUMO, the calculation gives 7.39 eV.

***

Maximum force: 1.0 5.2 6.8 9.5 1.5 (eV/Å)